The following is a DFT calculation (ωB97M-V/def2-TZVPD) of a cluster of 14 separate species, C40H78Br16F3O12S5 in total at a distorted geometry.

ORCA input file:
```
! wB97M-V def2-TZVPD RIJCOSX def2/J DEFGRID3
* xyz -1 1
Br -3.9734 -4.0581 6.9506
Br 4.8995 -4.4768 -3.8494
Br -6.5492 -1.0610 0.2495
Br -1.8584 -3.5504 -5.7262
Br -2.6783 -5.6479 -0.9660
Br 0.2791 -3.6598 6.5298
Br 1.8347 -1.2810 4.7941
Br 1.9235 2.0187 3.0470
Br -5.5428 -1.2450 -3.5659
Br 3.0227 -4.2280 2.0903
Br 2.7311 5.4358 3.0980
Br -0.3045 -6.2258 -4.1704
Br 5.0765 -0.1294 0.6453
Br 0.1687 -6.3761 1.2978
Br -4.0055 -1.8969 2.6766
Br 5.2921 -1.3587 -4.9232
S -3.7162 3.5338 -2.3442
S 5.4025 4.2311 -1.9389
S -1.6180 0.1241 8.8431
S 0.7773 -1.0684 -7.4481
S -2.2299 3.4402 3.9046
F -0.3782 1.2844 -0.5901
F -0.3649 0.4688 -2.6387
F -1.8150 -0.3167 -1.2137
O -4.2269 2.6306 -1.2974
O 6.7889 4.3579 -2.3464
O -0.0383 -0.9658 -8.6847
O -1.0860 4.1845 4.4184
O -1.5065 -1.2254 9.4127
O 1.2742 -2.3362 -6.8621
O -3.7621 4.9821 -2.1570
O -1.9776 1.2621 9.6971
O -3.1006 2.7977 4.9202
O 0.8473 -2.0405 -1.6483
O 4.9363 4.9692 -0.7829
O 0.0636 -1.5740 0.3691
C 0.0513 0.4369 7.9822
C 2.1073 -2.9979 6.9759
C -3.4074 3.7202 1.4304
C -4.5500 2.9952 -4.0281
C -1.7230 2.2538 2.5526
C 4.2795 4.4645 -3.3651
C 2.3229 0.9812 -6.4065
C 1.2031 0.6615 -5.4077
C -0.5157 0.1737 -1.3566
C -4.2766 -3.2532 4.1205
C 0.4931 -0.9290 -0.8451
C -0.2480 -0.9053 1.5564
C -0.5781 -3.3296 -4.2413
C 3.8441 -1.2095 1.8095
C 2.2933 0.1014 -7.6346
C 0.5096 -4.3885 -4.2726
C -3.2229 -3.2356 5.2599
C -2.1917 2.1783 -4.2981
C 4.2952 -2.7364 1.5701
C -2.6363 0.1168 7.2943
C -0.6989 -1.9266 2.6299
C -4.5685 -2.0513 -1.9319
C 3.4745 2.3961 -2.2379
C 2.7537 -2.8038 5.5860
C -2.9066 2.2189 1.6106
C 4.0245 -3.0377 -2.8716
C 3.6621 -1.9374 -3.8695
C 3.3509 3.2588 -3.5132
C -1.5648 0.1190 6.1728
C 0.0048 0.0488 -6.1573
C -1.3728 -4.2759 -0.3126
C 2.6831 3.0624 1.4960
C -3.2108 4.4458 2.8269
C -3.3383 2.8699 -5.0737
C 2.2289 4.4641 1.4339
C 0.0784 -4.8742 -0.0579
C -2.0427 3.0252 -2.9975
C 4.9499 2.4115 -1.8170
C -0.4140 1.0574 6.6606
C -4.7360 -1.0599 -0.7743
H 3.3097 -1.0221 -3.3940
H 3.3448 0.9539 -6.0283
H -2.6176 5.3137 2.5388
H 2.8920 3.0430 -1.5820
H 0.7571 0.9124 8.6633
H 5.0112 4.5135 -4.1716
H -2.3080 1.1242 -4.0461
H 2.5732 -3.7223 7.6439
H 1.1402 4.4552 1.3806
H 0.6821 -4.0634 0.3500
H -2.0293 0.4570 5.2464
H 3.4505 2.5636 -4.3468
H -5.5366 3.4164 -4.2211
H -1.1994 -0.9012 6.0557
H -5.2880 -3.1865 4.5216
H 3.8093 -0.8664 2.8435
H 3.8006 -2.5607 5.7678
H 5.5417 1.8429 -2.5343
H 1.1716 -4.3021 -5.1341
H 2.0529 0.7053 -8.5096
H -1.3318 1.3342 2.9877
H 2.8558 -0.9863 1.4076
H 2.9851 1.4396 -2.4218
H -1.3884 2.1572 -5.0346
H -3.7303 1.6063 1.9769
H 2.3013 3.5006 -3.6808
H -1.6072 3.9492 -3.3776
H 5.2005 2.0758 -0.8107
H -4.1142 4.7029 3.3800
H 1.6202 -0.1154 -4.7669
H -1.1212 -0.2674 1.4205
H 2.8269 -2.2258 -4.5078
H 3.7549 2.8834 1.4109
H 3.1624 -3.4317 -2.3335
H -3.2539 0.9935 7.4890
H -1.2736 -3.6108 -1.1705
H -3.6400 2.3093 -5.9585
H 1.1767 -4.4325 -3.4117
H 4.4099 -2.8589 0.4931
H 4.6543 -2.5972 -2.0986
H -1.0313 -1.3563 3.4973
H -0.9509 2.8307 2.0436
H 2.0498 -2.0880 7.5733
H -2.6619 1.5930 0.7525
H 0.1168 -2.6031 2.8850
H 0.4860 1.2357 6.0720
H 2.7045 -3.7131 4.9869
H -1.8649 -3.7208 0.4860
H -4.6377 -0.0640 -1.2064
H -0.5525 0.8263 -6.6797
H -2.9417 3.7282 -5.6160
H -1.3318 2.6511 -2.2607
H 0.4479 -5.3433 -0.9698
H -3.0121 -2.2127 5.5720
H 3.9092 5.4857 -3.2755
H 2.1539 1.9921 -6.7777
H 2.6794 4.9907 0.5926
H 0.5505 -0.3407 2.0377
H -3.9907 -1.2329 0.0021
H -1.0525 -3.4581 -3.2684
H 1.4474 -0.4300 -0.6762
H -0.2382 -2.2941 -4.2230
H -2.2859 -3.7539 5.0563
H 5.2935 -2.9559 1.9487
H -5.0946 -2.9808 -1.7141
H -1.6355 -2.4068 2.3469
H 0.8938 1.5163 -4.8062
H -4.2446 -4.2296 3.6369
H -3.5282 -2.2493 -2.1900
H 0.3576 -0.5585 7.6605
H -0.6709 -0.6116 -5.6137
H -3.2354 -0.7913 7.3623
H 3.2170 -0.3925 -7.9362
H -4.7627 1.9490 -3.8082
H -0.8229 2.0447 6.8752
H 2.3954 2.5706 0.5668
H -4.4415 3.6546 1.0921
H -2.7526 4.1076 0.6497
*
```

For the electronic energy, the calculation gives -45948.44809 Ha. For the HOMO energy, the calculation gives -0.224 Eh. The calculation puts the LUMO energy at 1.19 eV. The largest force on an atom is 4.44 eV/A.

Results of the Mulliken charge analysis, in e, for atoms 1 through 99:
1. Br -0.1867
2. Br -0.1527
3. Br -0.2254
4. Br -0.1401
5. Br -0.1785
6. Br -0.1151
7. Br 0.1035
8. Br 0.0299
9. Br -0.2317
10. Br -0.2117
11. Br -0.1912
12. Br -0.1881
13. Br -0.1153
14. Br -0.2359
15. Br 0.0154
16. Br -0.2078
17. S 1.0062
18. S 1.0795
19. S 1.0887
20. S 1.0320
21. S 1.4167
22. F -0.0502
23. F 0.2593
24. F -0.0324
25. O -0.5049
26. O -0.6940
27. O -0.7166
28. O -0.7189
29. O -0.6212
30. O -0.4953
31. O -0.7334
32. O -0.6797
33. O -0.6965
34. O -0.8417
35. O -0.5579
36. O 0.8952
37. C -0.3536
38. C -0.6573
39. C -0.6510
40. C -0.5905
41. C 0.4681
42. C -0.7906
43. C -0.8411
44. C 1.4035
45. C -0.1377
46. C -0.7450
47. C -0.5802
48. C 2.3197
49. C 0.8841
50. C 0.1678
51. C -0.8106
52. C -0.5737
53. C 0.1940
54. C 0.5692
55. C -0.2955
56. C -0.6849
57. C -0.3585
58. C -0.0568
59. C 0.3890
60. C -0.8211
61. C 0.0341
62. C -0.0858
63. C 0.7137
64. C -0.2848
65. C 0.5431
66. C -1.0215
67. C 0.6940
68. C -0.1464
69. C -0.9484
70. C -1.3689
71. C -0.5277
72. C 0.1102
73. C -0.3899
74. C -0.6183
75. C -0.6921
76. C 0.6606
77. H -0.5557
78. H 0.1658
79. H 0.3183
80. H -0.0385
81. H 0.5976
82. H 0.3866
83. H 0.1435
84. H 0.4954
85. H 0.2949
86. H -0.2424
87. H 0.0798
88. H -0.0778
89. H 0.4931
90. H -0.3058
91. H 0.5431
92. H 0.4390
93. H 0.4395
94. H 0.3866
95. H 0.5863
96. H 0.3564
97. H -0.0707
98. H -0.3234
99. H -0.0483